# 1
86
Properties=species:S:1:pos:R:3 method="wB97M-V/def2-TZVPD" e_tot_ev=-129478.22572 multiplicity=6 lumo_ev="0.4 / -0.7" relative_energy_kj_mol=32.2 homo_lumo_gap_ev="8.023 / 6.887" homo_ha="-0.281 / -0.280" charge=0
C -1.452 -2.075 -3.451
C -1.008 -3.072 -2.433
H -1.165 -2.379 -4.464
H -1.036 -1.072 -3.250
H -2.550 -1.978 -3.423
C -0.534 -4.298 -2.716
C -0.380 -4.881 -4.083
H -0.268 -4.973 -1.902
H -0.618 -4.181 -4.892
H -1.026 -5.762 -4.210
H 0.648 -5.238 -4.231
Fe -0.245 0.217 -0.565
Cl -2.440 0.413 0.061
Cl -0.107 1.342 -2.515
H 0.646 4.606 3.235
H -1.431 5.540 2.062
C 1.011 4.265 2.260
C -0.995 5.176 1.128
N -0.131 4.032 1.383
H 1.589 3.349 2.373
C -0.326 2.880 0.752
O 0.452 1.895 0.810
H -1.795 4.861 0.454
H -1.248 2.828 0.138
H 1.642 5.058 1.841
H -0.432 5.989 0.657
H 1.507 -1.687 -3.346
H 2.427 -3.799 -2.155
C 2.321 -1.106 -2.893
C 3.245 -3.134 -1.840
N 2.775 -1.768 -1.687
H 1.959 -0.102 -2.663
C 2.716 -1.190 -0.473
O 2.252 -0.060 -0.238
H 3.641 -3.484 -0.881
H 3.106 -1.835 0.343
H 3.145 -1.059 -3.614
H 4.033 -3.179 -2.602
O -0.129 -1.683 -0.689
C -1.120 -2.594 -0.984
C 0.136 -4.138 0.627
C -1.068 -3.712 0.062
H 1.060 -3.622 0.349
C 0.132 -5.173 1.570
H -2.111 -2.107 -0.897
C -2.275 -4.299 0.457
H 1.077 -5.485 2.017
C -1.070 -5.794 1.924
C -2.277 -5.358 1.366
H -3.198 -3.922 0.006
H -1.073 -6.610 2.647
H -3.226 -5.824 1.636
Si -0.392 4.826 -5.666
Cl -0.639 3.362 -7.138
C 1.435 4.840 -5.264
C -1.478 4.287 -4.248
C -0.953 6.460 -6.397
H 1.754 3.850 -4.916
H 1.648 5.572 -4.475
H 2.025 5.106 -6.151
H -0.352 6.730 -7.275
H -0.854 7.263 -5.655
H -2.005 6.410 -6.707
H -1.167 3.297 -3.881
H -2.528 4.235 -4.566
H -1.403 4.997 -3.413
C 2.393 -0.139 3.414
N 1.236 -0.026 4.314
C 1.539 -0.064 5.736
C -0.010 -0.302 3.801
S -0.132 -1.124 2.330
N -1.149 0.150 4.438
C -1.402 0.111 5.872
C -2.388 0.190 3.650
H 3.310 -0.116 4.015
H 2.392 0.686 2.688
H 2.340 -1.078 2.841
H 1.191 0.852 6.220
H 1.104 -0.948 6.216
H 2.626 -0.114 5.864
H -1.942 1.026 6.136
H -2.033 -0.752 6.130
H -0.501 0.067 6.468
H -2.364 1.014 2.927
H -2.497 -0.731 3.060
H -3.244 0.308 4.324

---

# 2
81
Properties=species:S:1:pos:R:3 method="wB97M-V/def2-TZVPD" e_tot_ev=-46976.26278 lumo_ev=0.1 relative_energy_kj_mol=103.8 homo_lumo_gap_ev=5.768 homo_ha=-0.208 charge=0
C -3.271 -1.204 3.551
C -2.808 -1.490 2.132
C -3.762 -2.439 1.426
N -1.442 -2.060 2.164
N -1.220 -3.340 2.437
N 0.077 -3.458 2.472
C 0.770 -4.767 2.553
C 0.449 -5.584 1.316
C 0.379 -5.473 3.837
C 0.770 -2.242 2.233
C 2.219 -2.051 2.244
C 2.938 -2.099 3.456
C 4.304 -1.950 3.463
C 4.993 -1.770 2.275
C 4.305 -1.728 1.074
C 2.935 -1.844 1.047
C -0.259 -1.292 2.044
C -0.123 0.050 1.858
H -4.262 -0.744 3.580
H -3.321 -2.134 4.118
H -2.578 -0.546 4.076
H -2.767 -0.547 1.567
H -4.777 -2.038 1.374
H -3.436 -2.656 0.409
H -3.807 -3.387 1.960
H 1.851 -4.566 2.572
H 0.962 -6.546 1.316
H -0.621 -5.776 1.271
H 0.723 -5.055 0.402
H 0.886 -6.433 3.946
H 0.607 -4.867 4.714
H -0.693 -5.658 3.841
H 2.399 -2.222 4.382
H 4.839 -1.960 4.398
H 6.067 -1.663 2.287
H 4.847 -1.599 0.152
H 2.402 -1.775 0.112
H 0.847 0.500 1.846
H -0.969 0.697 1.764
C -0.316 -2.925 -5.169
C 0.092 -2.502 -3.771
O -0.370 -1.208 -3.466
C 0.476 -0.581 -2.590
C 0.145 0.804 -2.217
C 1.176 1.592 -1.812
C 1.150 2.984 -1.419
C 2.271 3.798 -1.643
C 2.236 5.144 -1.393
C 1.083 5.755 -0.878
N 0.984 7.148 -0.715
C -0.310 7.838 -0.752
C 2.153 8.022 -0.640
C -0.006 4.924 -0.570
C 0.030 3.582 -0.832
C -1.230 1.295 -2.456
O -1.430 2.470 -2.706
O -2.244 0.376 -2.389
C -3.476 1.005 -2.651
C -4.558 0.029 -3.070
O 1.496 -1.088 -2.151
H -0.066 -3.964 -5.368
H -1.389 -2.804 -5.317
H 0.181 -2.318 -5.925
H -0.311 -3.173 -2.996
H 1.186 -2.477 -3.658
H 2.151 1.135 -1.859
H 3.160 3.357 -2.055
H 3.097 5.743 -1.630
H -1.044 7.239 -1.288
H -0.672 8.036 0.255
H -0.210 8.786 -1.275
H 3.062 7.444 -0.503
H 2.234 8.607 -1.553
H 2.057 8.701 0.206
H -0.878 5.351 -0.106
H -0.831 2.972 -0.608
H -3.739 1.549 -1.734
H -3.296 1.760 -3.431
H -5.435 0.537 -3.477
H -4.180 -0.656 -3.830
H -4.883 -0.579 -2.225

---

# 3
13
Properties=species:S:1:pos:R:3 method="wB97M-V/def2-TZVPD" e_tot_ev=-9375.68243 lumo_ev=0.9 relative_energy_kj_mol=136.4 homo_lumo_gap_ev=10.546 smiles="O=C1CO[C@H]2C[C@@H]12" homo_ha=-0.355 charge=0
O 1.130 1.926 0.972
C 0.704 0.982 0.354
C 1.544 -0.200 -0.138
O 0.673 -1.107 -0.787
C -0.644 -0.618 -0.746
C -1.314 -0.487 0.579
C -0.699 0.731 -0.099
H 2.069 -0.688 0.691
H 2.295 0.176 -0.846
H -1.218 -0.884 -1.627
H -0.830 -0.870 1.474
H -2.399 -0.525 0.599
H -1.310 1.564 -0.427